Density functional theory data (ωB97M-V with the def2-TZVPD basis set) for a 2-piece molecular cluster, C5H12N2O2 overall at a distorted geometry.

**LUMO level**: 0.62 eV
**Kohn-Sham gap**: 8.5 eV
**SMILES**: CC(=O)N(C)O.C=CN
**Energy above the lowest of the compared OMol25 structures with the same formula, charge and spin**: 3.867 eV

Geometry as ORCA input:
```
! wB97M-V def2-TZVPD RIJCOSX def2/J DEFGRID3
* xyz 0 1
C -1.95 0.58 -0.29
C -0.03 -2.13 -1.70
N 1.42 -0.17 -1.49
H 1.55 -0.02 1.91
H -2.80 1.04 0.21
H 2.13 0.29 -0.92
H 1.42 -1.82 -0.20
H 2.13 1.64 1.72
N -0.86 0.41 0.64
C 1.23 1.02 1.81
H -0.26 -3.14 -1.37
O 0.56 2.08 -0.24
C 0.37 1.19 0.58
H -1.63 1.19 -1.14
H 0.68 1.31 2.71
C 0.84 -1.38 -1.01
H -2.27 -0.42 -0.62
H -0.61 -1.73 -2.52
H 0.84 0.30 -2.18
O -1.15 -0.42 1.74
H -1.61 0.17 2.36
*
```